1.
Computed, not measured: a cluster of 2 separate species, C3H7N2P3 in total at a distorted geometry, with ωB97M-V with the def2-TZVPD basis set.

Cartesian coordinates (Å):
P: -0.5281 -3.4808 1.6038
P: 0.1424 -1.4205 1.2900
P: 0.2110 -1.6451 -0.9000
N: 0.8516 2.8949 -1.5159
N: 0.1350 0.8398 -1.1325
C: -0.4560 1.6616 -0.1752
C: 0.9845 1.6201 -1.7708
C: -0.0255 2.9138 -0.4827
H: -0.1921 3.9089 -0.1731
H: -1.7554 -2.9353 2.1243
H: 1.4530 -1.7065 1.3462
H: -1.2672 -1.6617 -0.9877
H: -1.2363 1.2338 0.4717
H: 1.6438 1.2373 -2.5523
H: 0.0394 -3.4603 2.8543

The energy above the lowest of the compared OMol25 structures with the same formula, charge and spin comes out at 184.28 kJ/mol. The value obtained for the highest occupied orbital energy is -8.13 eV. As for the charge: 0. The molar mass comes out at 164.03 g mol⁻¹. The HOMO-LUMO gap comes out at 6.3 eV.

---

2.
Computed, not measured: a cluster of 2 separate species, C3H7N2S in total at a distorted geometry, with ωB97M-V with the def2-TZVPD basis set.

Cartesian coordinates (Å):
S: 0.1092 0.3099 0.6017
N: 2.4118 -0.2449 1.4087
N: -2.8920 0.8103 -1.0407
C: 3.3853 -0.9150 1.0444
C: -2.3594 0.2834 -2.0644
C: 1.1676 -0.0712 1.7627
H: 1.1271 0.1316 2.8361
H: -1.3598 0.1512 -1.9914
H: -3.0830 -0.0107 -2.8150
H: -2.3408 1.0490 -0.2496
H: -3.8875 0.8975 -1.0077
H: 4.2649 -0.4058 0.4177
H: 3.4566 -1.9854 1.0975

The energy above the lowest of the compared OMol25 structures with the same formula, charge and spin comes out at 307.83 kJ/mol. The value obtained for the highest occupied orbital energy is -12.13 eV. As for the charge: +1. The molar mass comes out at 103.17 g mol⁻¹. The HOMO-LUMO gap comes out at 6.8 eV.

---

3.
Computed, not measured: a cluster of 2 separate species, C3H7N2S2 in total at a distorted geometry, with ωB97M-V with the def2-TZVPD basis set.

Cartesian coordinates (Å):
S: 0.3508 2.3958 -0.8208
S: -1.5641 -1.1248 1.1740
N: 0.1994 -1.0288 -0.7077
N: 1.3625 0.3306 0.4666
C: 0.1584 1.0010 0.3861
C: -0.7835 -0.0618 -0.1277
C: 1.3257 -0.8067 -0.1812
H: -2.7727 -0.8881 1.2342
H: 0.0989 -1.8026 -1.4580
H: -0.3945 1.3103 1.7125
H: 2.1406 0.4747 1.0808
H: -1.4788 0.3315 -0.8652
H: 2.2820 -1.3306 -0.2576
H: 1.2781 3.0612 -0.2980

The energy above the lowest of the compared OMol25 structures with the same formula, charge and spin comes out at 264.48 kJ/mol. The value obtained for the highest occupied orbital energy is -13.50 eV. As for the charge: +1. The molar mass comes out at 135.24 g mol⁻¹. The HOMO-LUMO gap comes out at 9.8 eV.

---

4.
Computed, not measured: the ion C3H7N2S2 with charge +1 at a distorted geometry, with ωB97M-V with the def2-TZVPD basis set.

Cartesian coordinates (Å):
S: 2.0613 0.1082 -0.4465
S: 0.7584 0.8038 -1.8641
N: -1.9825 -1.4347 -0.2644
N: 0.5442 1.3600 1.5630
C: -1.0281 -0.8628 -0.7033
C: -0.2802 -0.6598 -1.9158
C: 0.7443 0.0835 0.8451
H: -2.5596 -1.5307 0.5738
H: 0.8606 2.2292 1.0876
H: 0.8547 -0.7268 1.5162
H: -0.4673 1.4468 1.6508
H: 0.9545 1.4933 2.6423
H: 0.4096 -1.5195 -1.8746
H: -0.8699 -0.7906 -2.8100

The energy above the lowest of the compared OMol25 structures with the same formula, charge and spin comes out at 316.16 kJ/mol. As for the expectation value of S²: 2.0086. As for the multiplicity: 3. The value obtained for the highest occupied orbital energy (spin up / spin down) is -9.82 / -13.21 eV. As for the charge: +1. The molar mass comes out at 135.24 g mol⁻¹. The HOMO-LUMO gap (spin up / spin down) comes out at 5.8 / 7.2 eV.

---

5.
Computed, not measured: the ion C3H7N2Si with charge +1 at a distorted geometry, with ωB97M-V with the def2-TZVPD basis set.

Cartesian coordinates (Å):
Si: 0.6135 -1.4228 1.6213
N: 0.0903 -0.4076 0.2788
N: -0.8022 1.5352 -0.9401
C: 0.2723 -0.5590 -1.0455
C: -0.8194 1.4035 0.3151
C: -0.2743 0.5149 -1.7548
H: -0.8084 2.3977 -1.4420
H: 1.9666 -0.7174 1.9132
H: 0.8802 -1.3014 -1.3578
H: -1.0618 1.4685 1.2946
H: 0.8076 -2.8544 1.6314
H: -0.4352 -0.7776 2.2926
H: -0.4292 0.7206 -2.8066

The energy above the lowest of the compared OMol25 structures with the same formula, charge and spin comes out at 459.57 kJ/mol. The value obtained for the highest occupied orbital energy (spin up / spin down) is -13.50 / -13.50 eV. As for the charge: +1. The molar mass comes out at 99.19 g mol⁻¹. The HOMO-LUMO gap (spin up / spin down) comes out at 8.2 / 8.2 eV.

---

6.
Computed, not measured: an isolated molecule of C3H7N3 at a distorted geometry, with ωB97M-V with the def2-TZVPD basis set.

Cartesian coordinates (Å):
N: 2.4029 -0.4039 0.0752
N: 1.0586 -0.3892 0.0059
N: -1.4565 -1.6840 0.1558
C: 0.4208 0.7017 -0.0154
C: -1.0701 0.7884 0.0134
C: -1.8489 -0.5019 0.0716
H: -0.4415 -1.7820 0.1837
H: 0.9429 1.6702 -0.0506
H: 2.8943 0.4559 -0.1690
H: -1.4051 1.3453 -0.8703
H: -2.9280 -0.3485 0.0371
H: -1.3662 1.3936 0.8795
H: 2.7969 -1.2456 -0.3170

The energy above the lowest of the compared OMol25 structures with the same formula, charge and spin comes out at 157.79 kJ/mol. The value obtained for the highest occupied orbital energy is -9.00 eV. As for the charge: 0. The molar mass comes out at 85.11 g mol⁻¹. The HOMO-LUMO gap comes out at 10.0 eV.

---

7.
Computed, not measured: an isolated molecule of C3H7N3 at a distorted geometry, with ωB97M-V with the def2-TZVPD basis set.

Cartesian coordinates (Å):
N: 1.3756 -0.3677 0.8250
N: -0.7547 1.4597 -0.0035
N: -1.8625 -0.7045 -0.0594
C: 1.7969 0.1884 -0.4581
C: 0.4902 -0.6123 -0.2457
C: -0.7704 0.1738 -0.0461
H: 2.5901 -0.1889 -1.0867
H: -1.6388 -1.6528 0.3228
H: 1.0747 0.4493 1.4312
H: -1.6649 1.8574 0.2840
H: -2.8130 -0.3930 0.0679
H: 1.8141 1.3808 -0.3055
H: 0.3626 -1.5903 -0.7259

The energy above the lowest of the compared OMol25 structures with the same formula, charge and spin comes out at 173.94 kJ/mol. The value obtained for the highest occupied orbital energy is -8.79 eV. As for the charge: 0. The molar mass comes out at 85.11 g mol⁻¹. The HOMO-LUMO gap comes out at 9.7 eV.

---

8.
Computed, not measured: an isolated molecule of C3H7N3 at a distorted geometry, with ωB97M-V with the def2-TZVPD basis set.

Cartesian coordinates (Å):
N: 0.6136 0.3115 -0.0717
N: -1.4512 1.1819 -0.0084
N: 1.9901 0.3485 0.0290
C: -1.6044 -0.3011 0.0396
C: -0.2028 1.4163 -0.0323
C: -0.1964 -0.8901 -0.0566
H: -2.1238 -0.5800 0.9667
H: 2.4481 -0.1532 -0.7427
H: -2.1853 -0.6546 -0.7955
H: -0.0130 -1.4703 -0.9854
H: 0.1008 -1.5212 0.7971
H: 0.3087 2.3624 -0.0893
H: 2.3155 -0.0501 0.9495

The energy above the lowest of the compared OMol25 structures with the same formula, charge and spin comes out at 128.33 kJ/mol. The value obtained for the highest occupied orbital energy is -8.25 eV. As for the charge: 0. The molar mass comes out at 85.11 g mol⁻¹. The HOMO-LUMO gap comes out at 9.1 eV.

---

9.
Computed, not measured: a cluster of 2 separate species, C3H7N3 in total at a distorted geometry, with ωB97M-V with the def2-TZVPD basis set.

Cartesian coordinates (Å):
N: 0.4114 -1.4198 0.3571
N: -2.0611 -0.3732 0.0406
N: 3.6886 1.8069 -0.5857
C: 2.7473 1.2684 -0.1759
C: -0.8967 0.4986 -0.0751
C: 0.3967 -0.1238 0.3328
H: -0.4323 -1.9767 0.2171
H: -2.8388 0.1243 0.4557
H: -2.3659 -0.7184 -0.8600
H: -0.7008 0.8365 -1.1093
H: 1.7621 0.7063 0.2167
H: 1.2822 -1.9061 0.5375
H: -1.0232 1.4288 0.4910

The energy above the lowest of the compared OMol25 structures with the same formula, charge and spin comes out at 251.68 kJ/mol. The value obtained for the highest occupied orbital energy is -8.96 eV. As for the charge: 0. The molar mass comes out at 85.11 g mol⁻¹. The HOMO-LUMO gap comes out at 9.4 eV.